This record from the Open Molecules 2025 dataset describes 17 unconnected molecules or ions with the total composition C68H170O34 at a distorted geometry. The level of theory is ωB97M-V with the def2-TZVPD basis set.

For the HOMO-LUMO gap, the calculation gives 0.342 Ha. The maximum force comes out at 2.86 eV/Å. For the energy above the lowest of the compared OMol25 structures with the same formula, charge and spin, the calculation gives 200.50 kcal/mol. The highest occupied orbital energy is -9.02 eV. The multiplicity is 1.

Atoms and positions in Å:
C 11.62693 0.79877 -3.38762
O 10.76404 -0.34121 -3.58946
C 9.42013 0.01429 -3.79436
C 9.00563 0.52557 -5.24852
O 7.86020 1.32075 -5.10182
C 6.79430 0.76266 -4.31142
H 11.35255 1.32441 -2.47301
H 11.55487 1.44111 -4.26529
H 12.67916 0.52624 -3.30624
H 8.98395 0.54416 -2.94755
H 8.98920 -0.98072 -3.68322
H 8.81423 -0.26152 -5.97787
H 9.83473 1.13843 -5.60222
H 5.88908 1.35097 -4.46172
H 6.90557 0.58473 -3.24181
H 6.49856 -0.19524 -4.73927
C -2.99716 -4.95703 10.46383
O -1.86962 -4.49689 9.60774
C -1.26075 -5.55407 8.94594
C -0.05312 -5.17599 7.98495
O -0.62240 -4.22448 7.04046
C 0.44679 -3.76528 6.16903
H -2.56168 -5.45008 11.33295
H -3.71422 -5.53053 9.87644
H -3.65227 -4.18936 10.87567
H -2.03481 -6.20263 8.53568
H -0.80841 -6.11716 9.76228
H 0.37159 -6.07773 7.54382
H 0.83076 -4.68388 8.39077
H 0.03481 -3.31866 5.26410
H 1.15435 -4.51181 5.80826
H 0.98959 -2.99663 6.71917
C 11.73902 -0.15130 2.96233
O 10.85981 0.41172 2.01112
C 10.07264 1.47847 2.45022
C 8.78432 0.97222 3.15659
O 7.67672 0.83282 2.24844
C 7.81791 0.07031 1.10263
H 12.48057 -0.81422 2.51653
H 11.22242 -0.72562 3.73134
H 12.23482 0.54281 3.64092
H 9.76305 2.11124 1.61843
H 10.60493 2.16757 3.10590
H 8.57203 1.48007 4.09740
H 9.14425 0.02917 3.56793
H 7.68412 -0.98330 1.34780
H 8.82705 0.15279 0.69898
H 7.04071 0.22795 0.35483
C 2.78479 5.28740 -4.04984
O 2.35579 3.92965 -3.71537
C 3.13631 2.86056 -4.26702
C 2.64007 1.61055 -3.53157
O 3.17050 0.51760 -4.22323
C 3.25160 -0.70844 -3.37057
H 3.34088 5.40752 -4.97959
H 3.40713 5.61267 -3.21618
H 1.90871 5.93336 -4.10749
H 4.21573 2.89127 -4.11870
H 2.95064 2.98325 -5.33406
H 1.56487 1.59047 -3.35371
H 3.01304 1.72890 -2.51422
H 4.10534 -1.22205 -3.81265
H 2.37692 -1.34659 -3.49627
H 3.52179 -0.56076 -2.32497
C -2.37687 2.72096 2.62815
O -1.16542 3.42731 2.90947
C -0.01152 2.75709 3.51073
C 1.21782 3.68486 3.57260
O 0.81640 4.93239 4.13801
C 1.91062 5.88897 4.15724
H -2.68792 2.12903 3.48895
H -2.23237 2.08912 1.75179
H -3.13080 3.47464 2.40086
H 0.19107 1.75024 3.14561
H -0.37152 2.59979 4.52747
H 1.64566 3.72133 2.57074
H 2.04459 3.22250 4.11184
H 2.61095 5.63735 4.95368
H 1.52047 6.90594 4.19801
H 2.50238 5.82611 3.24403
C -3.00598 -1.14205 -4.42278
O -2.46392 -2.15888 -3.57101
C -1.12874 -2.51624 -3.95162
C -0.54254 -3.66513 -3.12427
O -1.25825 -4.91885 -3.25823
C -0.73589 -5.99257 -2.48375
H -2.72239 -0.15104 -4.06840
H -4.08095 -1.08471 -4.25175
H -2.84281 -1.20078 -5.49889
H -0.50450 -1.65071 -4.17360
H -1.17028 -3.05021 -4.90097
H -0.43385 -3.49532 -2.05307
H 0.43016 -3.94905 -3.52595
H -0.92674 -5.78500 -1.43086
H 0.33618 -6.11849 -2.63516
H -1.19337 -6.90435 -2.86777
C -5.63419 -0.18590 1.86570
O -5.19009 0.75249 2.82225
C -6.18907 1.14797 3.76129
C -7.09870 2.22156 3.25393
O -6.46984 3.35540 2.77134
C -5.80951 3.37075 1.50863
H -6.47745 0.11484 1.24395
H -6.04939 -1.10819 2.27200
H -4.85566 -0.33779 1.11808
H -5.58764 1.55281 4.57521
H -6.72169 0.35670 4.28884
H -7.74902 2.49037 4.08635
H -7.58721 1.71977 2.41866
H -5.62716 4.39805 1.19320
H -6.49252 2.87867 0.81620
H -4.89358 2.78859 1.40735
C 4.05964 -3.71975 7.16728
O 4.62991 -5.08905 7.23365
C 5.41937 -5.49211 6.11823
C 4.54630 -5.73932 4.85766
O 3.77379 -6.99023 4.84185
C 2.51973 -6.99505 5.49973
H 3.76575 -3.40513 6.16591
H 4.78754 -3.02074 7.57917
H 3.25107 -3.67362 7.89678
H 5.86513 -6.46166 6.34038
H 6.25875 -4.81440 5.96248
H 5.25904 -5.72271 4.03314
H 3.92508 -4.85366 4.72425
H 2.61357 -6.55453 6.49232
H 2.21293 -8.03609 5.60084
H 1.84243 -6.41773 4.87039
C 3.15064 -0.75170 0.76146
O 2.05196 -0.36981 -0.15680
C 0.69018 -0.34993 0.43326
C -0.40126 -0.19208 -0.67997
O -1.58454 0.35515 -0.14560
C -2.69958 0.70624 -1.00104
H 4.03101 -0.91933 0.14101
H 2.98978 -1.69287 1.28723
H 3.31446 0.04497 1.48711
H 0.74192 0.51311 1.09703
H 0.43273 -1.17076 1.10262
H -0.65951 -1.18992 -1.03453
H 0.05137 0.39869 -1.47634
H -3.30417 -0.17393 -1.21982
H -2.43397 1.09782 -1.98299
H -3.32648 1.43472 -0.48683
C -5.81636 -4.41314 6.21389
O -4.57564 -3.71003 5.87935
C -4.46801 -3.21560 4.54769
C -2.94361 -2.91448 4.14549
O -2.42058 -1.79257 4.90357
C -2.50852 -0.59612 4.13280
H -6.73310 -3.84558 6.05396
H -5.70711 -4.79652 7.22838
H -5.85243 -5.27180 5.54344
H -5.01029 -2.27576 4.44408
H -4.88813 -4.03088 3.95870
H -2.81185 -2.75349 3.07553
H -2.37133 -3.79993 4.42220
H -1.72145 -0.50199 3.38463
H -2.44263 0.22015 4.85215
H -3.50994 -0.55142 3.70473
C -6.48998 -0.26175 -8.50633
O -6.33505 0.44529 -7.24152
C -7.02116 -0.17186 -6.16006
C -7.05191 0.80033 -4.96773
O -7.63268 0.11572 -3.86216
C -7.46905 0.81248 -2.64040
H -6.40349 0.42100 -9.35159
H -7.42597 -0.80300 -8.64441
H -5.75367 -1.05609 -8.62867
H -6.52709 -1.13157 -6.00856
H -8.00814 -0.50405 -6.48198
H -7.71415 1.60770 -5.28027
H -6.06139 1.19191 -4.73613
H -7.49277 0.26960 -1.69551
H -8.33070 1.47442 -2.55383
H -6.56016 1.41219 -2.68918
C -0.74798 1.35691 -5.60065
O -1.84913 1.98057 -6.32107
C -2.32682 3.07302 -5.56817
C -3.64367 3.71403 -6.14595
O -3.50989 4.48886 -7.30619
C -2.87977 3.81498 -8.39053
H -0.78496 0.93755 -4.59523
H 0.07580 2.06168 -5.48752
H -0.39813 0.47223 -6.13267
H -1.57261 3.85465 -5.47693
H -2.65192 2.84706 -4.55261
H -4.11271 4.32738 -5.37659
H -4.46641 3.03675 -6.37503
H -3.10413 2.74874 -8.36076
H -1.79675 3.83642 -8.26922
H -3.15375 4.33915 -9.30610
C 9.17877 -3.61851 -4.86973
O 9.23253 -3.26657 -3.49965
C 8.35132 -3.99902 -2.70358
C 7.68405 -3.23887 -1.55712
O 6.29073 -3.72028 -1.13540
C 5.24324 -3.60843 -2.12375
H 10.06984 -3.43710 -5.47072
H 8.31605 -3.17626 -5.36796
H 9.17677 -4.69256 -5.05550
H 8.81095 -4.97132 -2.52620
H 7.54609 -4.45300 -3.28117
H 7.63421 -2.18233 -1.82046
H 8.32606 -3.09093 -0.68877
H 4.93350 -2.58428 -2.33177
H 4.35860 -4.14501 -1.78082
H 5.57994 -4.19703 -2.97714
C -2.40784 9.67235 -2.19430
O -2.56915 8.26717 -1.91812
C -1.37981 7.58285 -2.29697
C -1.69098 6.08118 -2.38782
O -2.04442 5.56093 -1.12708
C -1.59436 4.26855 -0.88469
H -2.51475 9.83165 -3.26728
H -1.36044 9.96500 -2.12069
H -3.02420 10.36403 -1.62003
H -0.54222 7.61263 -1.60008
H -1.04707 8.00983 -3.24305
H -0.92438 5.48658 -2.88468
H -2.58185 6.00631 -3.01139
H -2.31239 3.58730 -1.34123
H -1.58127 4.14059 0.19770
H -0.59449 3.92199 -1.14595
C -3.01691 -2.37037 -0.10839
O -4.47257 -2.40354 0.03077
C -5.03908 -3.11563 -1.03353
C -6.59119 -3.10776 -0.86213
O -6.95517 -3.56569 0.43741
C -8.33786 -3.38130 0.86963
H -2.61164 -1.99778 -1.04915
H -2.45015 -3.29151 0.02718
H -2.55138 -1.76163 0.66673
H -4.79937 -4.17818 -1.07393
H -4.73224 -2.66254 -1.97622
H -7.11310 -3.66627 -1.63916
H -6.98977 -2.10567 -1.02038
H -9.06429 -3.72560 0.13352
H -8.61173 -2.32652 0.84657
H -8.45649 -3.90641 1.81741
C 7.21478 -1.17795 5.53288
O 5.82046 -1.38191 5.78242
C 4.98534 -0.26657 5.36537
C 4.33099 -0.54787 3.98399
O 3.31870 -1.54033 3.97141
C 2.01143 -1.13366 4.27197
H 7.55498 -2.00044 6.16206
H 7.47220 -0.12729 5.66686
H 7.45783 -1.31712 4.47947
H 5.43616 0.72009 5.25873
H 4.18670 -0.00606 6.05991
H 5.07057 -0.96484 3.30042
H 3.86919 0.30844 3.49249
H 1.20289 -1.85819 4.36910
H 1.54911 -0.33721 3.68885
H 2.08342 -0.90340 5.33493
C -6.07442 4.88343 -3.02873
O -7.38646 4.61705 -3.61880
C -8.36030 5.45482 -3.06714
C -9.66305 5.01214 -3.79419
O -10.86418 5.68390 -3.48690
C -11.97828 5.22323 -4.22655
H -5.37887 4.17205 -3.47399
H -6.10255 4.74056 -1.94851
H -5.68336 5.88040 -3.23177
H -8.16394 6.48884 -3.35060
H -8.50431 5.25347 -2.00562
H -9.77511 3.95488 -3.55390
H -9.54262 5.17091 -4.86582
H -12.86727 5.52484 -3.67263
H -12.03670 4.15362 -4.42807
H -12.04856 5.77269 -5.16531